The following is a DFT calculation (wB97M-V/def2-TZVPD) of a single C8H5Cl2NO molecule at a distorted geometry.

* orbital gap (spin up / spin down): 7.070 / 7.070 eV
* relative energy (zero: lowest compared OMol25 entry of this formula, charge and spin): 75.2 kcal/mol
* LUMO level (spin up / spin down): -1.39 / -1.39 eV

The geometry in ORCA input format:
```
! wB97M-V def2-TZVPD RIJCOSX def2/J DEFGRID3
* xyz 0 1
C 1.66 0.89 0.66
C 0.25 1.15 0.67
C 2.12 -0.42 0.39
C -1.09 -2.01 -0.68
C -0.18 -1.17 -0.08
C 1.18 -1.42 0.19
C -0.64 0.22 0.16
C -2.78 -0.37 -0.36
N -1.85 0.47 -0.29
O -3.70 -0.45 -1.36
Cl 1.85 -3.02 0.04
Cl -3.43 -1.28 1.07
H 2.33 1.74 0.95
H -0.24 2.23 0.89
H 3.17 -0.63 0.59
H -0.89 -3.06 -0.80
H -3.18 -0.35 -2.25
*
```

Okay, here come the natural (NBO) numbers, in e, for every atom:
1 C -0.089
2 C -0.282
3 C -0.313
4 C -0.137
5 C -0.352
6 C 0.098
7 C 0.283
8 C 0.640
9 N -0.549
10 O -0.668
11 Cl 0.016
12 Cl -0.034
13 H 0.233
14 H 0.237
15 H 0.238
16 H 0.168
17 H 0.510

***

The following is a DFT calculation (wB97M-V/def2-TZVPD) of C34H40F4IN3OPSTeTi as an isolated structure.

* orbital gap (spin up / spin down): 6.723 / 7.236 eV
* relative energy (zero: lowest compared OMol25 entry of this formula, charge and spin): 24.8 kcal/mol
* LUMO level (spin up / spin down): 2.21 / 2.21 eV

The geometry in ORCA input format:
```
! wB97M-V def2-TZVPD RIJCOSX def2/J DEFGRID3
* xyz -1 3
Ti -0.47 0.99 -1.78
C -1.07 -2.55 2.15
N -1.22 -1.12 1.97
C -1.53 -0.47 3.23
C -2.18 -0.85 0.92
C -2.36 0.62 0.57
N -1.12 1.26 0.10
C -0.56 2.19 0.96
C 0.81 2.20 1.24
F 1.60 1.27 0.71
C 1.39 3.14 2.07
F 2.71 3.07 2.30
C 0.65 4.12 2.70
C -0.70 4.14 2.44
F -1.48 5.09 2.99
C -1.29 3.21 1.59
F -2.61 3.36 1.35
H -2.01 -3.02 2.49
H -0.29 -2.75 2.89
H -0.77 -3.01 1.21
H -2.51 -0.77 3.63
H -1.52 0.61 3.13
H -0.77 -0.75 3.96
H -3.18 -1.25 1.19
H -1.86 -1.39 0.03
H -2.77 1.15 1.42
H -3.12 0.65 -0.22
H 1.11 4.85 3.35
I -2.51 -0.45 -3.10
C -0.53 -2.56 -1.78
C -0.85 -3.86 -1.82
C 0.22 -4.79 -1.83
C 1.51 -4.35 -1.82
C 1.82 -2.96 -1.78
C 3.15 -2.49 -1.79
C 3.41 -1.16 -1.76
C 2.35 -0.22 -1.72
C 1.01 -0.58 -1.72
C 0.76 -2.00 -1.76
H -1.88 -4.20 -1.86
H 0.01 -5.86 -1.86
H 2.34 -5.05 -1.83
H 3.96 -3.22 -1.82
H 4.43 -0.80 -1.75
H 2.62 0.83 -1.68
C -2.25 2.71 -5.43
C -2.02 3.78 -4.37
P -2.22 3.18 -2.63
C -4.06 3.05 -2.58
C -4.66 3.07 -1.18
C -1.90 4.72 -1.67
C -2.62 5.99 -2.11
H -2.15 3.15 -6.43
H -3.24 2.27 -5.35
H -1.53 1.90 -5.33
H -2.71 4.62 -4.51
H -1.00 4.19 -4.46
H -4.30 2.10 -3.07
H -4.48 3.85 -3.19
H -4.23 2.30 -0.55
H -5.74 2.90 -1.23
H -4.50 4.03 -0.69
H -0.82 4.86 -1.68
H -2.15 4.47 -0.64
H -2.27 6.34 -3.08
H -2.45 6.79 -1.39
H -3.70 5.84 -2.18
C 2.85 -3.86 1.47
Te 2.62 -1.78 1.93
C 3.44 -2.31 3.84
C 3.98 -3.71 3.72
C 4.75 -4.28 4.73
C 5.23 -5.58 4.62
C 4.93 -6.32 3.49
C 4.17 -5.77 2.48
C 3.68 -4.46 2.58
H 3.35 -3.95 0.51
H 1.88 -4.33 1.39
H 2.66 -2.27 4.61
H 4.22 -1.61 4.12
H 4.97 -3.69 5.62
H 5.83 -6.00 5.41
H 5.31 -7.34 3.39
H 3.94 -6.34 1.59
O 0.85 2.76 -1.66
S 1.19 2.76 -3.14
N 0.45 1.69 -3.84
*
```

Okay, here come the Mulliken numbers, in e, for every atom:
1 Ti -0.344
2 C -0.944
3 N 0.800
4 C -1.054
5 C -0.426
6 C -1.623
7 N 1.206
8 C 0.918
9 C -0.510
10 F -0.082
11 C 0.178
12 F -0.337
13 C -0.768
14 C 0.507
15 F -0.355
16 C -0.011
17 F -0.435
18 H 0.304
19 H 0.289
20 H 0.098
21 H 0.328
22 H 0.136
23 H 0.355
24 H 0.546
25 H -0.376
26 H 0.794
27 H 0.034
28 H 0.506
29 I -0.486
30 C -0.548
31 C -1.443
32 C -0.369
33 C -0.859
34 C 1.104
35 C -0.571
36 C -1.344
37 C -0.178
38 C 0.903
39 C 1.455
40 H 0.407
41 H 0.382
42 H 0.380
43 H 0.327
44 H 0.366
45 H 0.048
46 C -1.243
47 C -0.822
48 P 0.884
49 C -0.825
50 C -0.867
51 C -0.210
52 C -1.589
53 H 0.381
54 H 0.295
55 H 0.216
56 H 0.573
57 H 0.448
58 H 0.429
59 H 0.530
60 H -0.033
61 H 0.467
62 H 0.224
63 H 0.453
64 H -0.135
65 H 0.331
66 H 0.431
67 H 0.299
68 C -0.668
69 Te 0.137
70 C -1.210
71 C 0.534
72 C -0.661
73 C -0.516
74 C -0.559
75 C -0.551
76 C 0.320
77 H 0.220
78 H 0.428
79 H 0.398
80 H 0.487
81 H 0.420
82 H 0.374
83 H 0.387
84 H 0.447
85 O -0.445
86 S 0.176
87 N -0.259

***

The following is a DFT calculation (wB97M-V/def2-TZVPD) of a 3-piece molecular cluster, C12H23F9N3O2 overall at a distorted geometry.

* orbital gap: 6.502 eV
* LUMO level: 2.90 eV

The geometry in ORCA input format:
```
! wB97M-V def2-TZVPD RIJCOSX def2/J DEFGRID3
* xyz -1 1
N 0.71 -0.39 -2.09
C 0.89 0.90 -2.32
F 1.92 1.36 -1.50
F 1.31 1.18 -3.64
C -0.33 1.79 -1.99
F -0.44 1.97 -0.67
F -0.11 3.04 -2.49
C -1.68 1.30 -2.57
F -2.41 2.40 -2.85
F -1.54 0.68 -3.71
C -2.59 0.49 -1.59
F -3.21 1.31 -0.79
F -3.45 -0.22 -2.29
F -1.94 -0.36 -0.83
H 0.22 -0.79 -2.89
C 0.33 -5.07 -0.99
C -0.39 -3.75 -0.76
C -1.56 -3.85 0.23
O -2.74 -4.44 -0.30
C -2.75 -5.85 -0.30
N -0.81 -3.21 -2.05
H -0.24 -5.75 -1.64
H 1.29 -4.90 -1.48
H 0.52 -5.59 -0.05
H 0.34 -3.05 -0.33
H -1.85 -2.83 0.51
H -1.26 -4.36 1.15
H -2.22 -6.26 0.56
H -2.31 -6.24 -1.23
H -3.79 -6.18 -0.27
H -1.19 -2.28 -1.91
H -1.60 -3.75 -2.38
C 2.73 5.09 2.23
C 1.58 4.27 1.65
C 0.77 3.51 2.71
O 1.39 2.34 3.21
C 2.35 2.56 4.23
N 2.10 3.38 0.61
H 3.58 4.46 2.51
H 3.09 5.80 1.49
H 2.41 5.65 3.11
H 0.89 4.98 1.17
H -0.16 3.17 2.25
H 0.48 4.17 3.54
H 2.06 3.40 4.88
H 3.34 2.74 3.80
H 2.40 1.65 4.83
H 1.32 2.91 0.16
H 2.60 2.63 1.08
*
```

Okay, here come the natural (NBO) numbers, in e, for every atom:
1 N -1.061
2 C 0.718
3 F -0.382
4 F -0.412
5 C 0.551
6 F -0.329
7 F -0.339
8 C 0.555
9 F -0.327
10 F -0.287
11 C 0.922
12 F -0.308
13 F -0.315
14 F -0.296
15 H 0.324
16 C -0.611
17 C -0.092
18 C -0.076
19 O -0.550
20 C -0.244
21 N -0.815
22 H 0.190
23 H 0.223
24 H 0.189
25 H 0.220
26 H 0.195
27 H 0.150
28 H 0.163
29 H 0.164
30 H 0.178
31 H 0.373
32 H 0.336
33 C -0.611
34 C -0.082
35 C -0.075
36 O -0.541
37 C -0.244
38 N -0.822
39 H 0.198
40 H 0.215
41 H 0.189
42 H 0.185
43 H 0.193
44 H 0.147
45 H 0.160
46 H 0.165
47 H 0.182
48 H 0.383
49 H 0.352

***

The following is a DFT calculation (wB97M-V/def2-TZVPD) of a 2-piece molecular cluster, C2H3NO2 overall at a distorted geometry.

* orbital gap (spin up / spin down): 7.661 / 7.663 eV
* relative energy (zero: lowest compared OMol25 entry of this formula, charge and spin): 87.2 kcal/mol
* LUMO level (spin up / spin down): -0.03 / -0.03 eV

The geometry in ORCA input format:
```
! wB97M-V def2-TZVPD RIJCOSX def2/J DEFGRID3
* xyz 0 1
C 1.06 -0.76 0.94
C 0.08 -0.11 0.06
N 1.73 0.63 2.29
O 1.55 -1.81 1.09
O 2.47 0.09 3.02
H -0.78 -0.77 -0.08
H -0.24 0.84 0.48
H 0.55 0.07 -0.90
*
```

Okay, here come the natural (NBO) numbers, in e, for every atom:
1 C 0.627
2 C -0.762
3 N 0.089
4 O -0.481
5 O -0.234
6 H 0.250
7 H 0.250
8 H 0.261

***

The following is a DFT calculation (wB97M-V/def2-TZVPD) of CH7BrN3 as an isolated structure at a distorted geometry.

* orbital gap: 10.361 eV
* relative energy (zero: lowest compared OMol25 entry of this formula, charge and spin): 29.6 kcal/mol
* LUMO level: -3.70 eV

The geometry in ORCA input format:
```
! wB97M-V def2-TZVPD RIJCOSX def2/J DEFGRID3
* xyz 1 1
C 0.53 -0.56 -0.40
N -0.50 -1.34 -0.13
N 1.61 -0.83 0.36
N 0.01 1.32 -0.02
Br 3.20 0.02 -0.03
H 0.63 -0.40 -1.45
H -0.47 -2.02 0.63
H -0.94 -1.82 -0.96
H 1.46 -1.05 1.28
H -0.99 1.02 0.05
H -0.07 2.04 -0.77
H 0.35 1.87 0.80
*
```

Okay, here come the natural (NBO) numbers, in e, for every atom:
1 C 0.386
2 N -0.797
3 N -0.655
4 N -0.953
5 Br 0.296
6 H 0.229
7 H 0.413
8 H 0.429
9 H 0.403
10 H 0.412
11 H 0.415
12 H 0.424

***

The following is a DFT calculation (wB97M-V/def2-TZVPD) of a single C2H3N3O3 molecule at a distorted geometry.

* orbital gap: 9.369 eV
* relative energy (zero: lowest compared OMol25 entry of this formula, charge and spin): 71.1 kcal/mol
* LUMO level: 0.01 eV
* SMILES string: Nc1non(O)c1=O

The geometry in ORCA input format:
```
! wB97M-V def2-TZVPD RIJCOSX def2/J DEFGRID3
* xyz 0 1
N -2.38 0.05 0.00
C -1.05 -0.28 -0.02
N -0.56 -1.47 0.15
O 0.78 -1.43 -0.12
N 1.11 -0.04 -0.30
O 2.28 0.32 0.15
C -0.05 0.71 -0.10
O -0.21 1.93 -0.02
H -3.07 -0.57 0.45
H -2.51 1.05 0.14
H 2.18 0.49 1.10
*
```

Okay, here come the natural (NBO) numbers, in e, for every atom:
1 N -0.791
2 C 0.224
3 N -0.119
4 O -0.180
5 N 0.105
6 O -0.470
7 C 0.517
8 O -0.573
9 H 0.409
10 H 0.412
11 H 0.468